A molecular structure, C90H180ClF8N14O26S8 in a non-equilibrium geometry. Source: OMol25; level of theory: the ωB97M-V functional and the def2-TZVPD basis.

Calculated values
electronic energy: -291221.1686 eV
maximum force: 6.5 eV/Å

```
! wB97M-V def2-TZVPD RIJCOSX def2/J DEFGRID3
* xyz 5 1
C -0.10 3.65 -9.34
C -0.94 3.01 -8.15
C -2.15 3.82 -7.80
C -3.24 3.87 -8.91
C -3.84 2.55 -9.27
C -2.77 1.49 -9.59
N -1.52 1.63 -8.52
O -0.89 0.72 -8.19
C -2.09 1.65 -11.04
C -3.30 0.14 -9.34
C -0.02 2.90 -6.99
H 0.40 4.52 -8.91
H -0.75 4.00 -10.13
H 0.80 3.01 -9.60
H -1.78 4.83 -7.74
H -2.58 3.54 -6.84
H -2.76 4.24 -9.80
H -3.89 4.65 -8.50
H -4.55 2.61 -10.08
H -4.36 2.21 -8.38
H -1.13 1.10 -11.09
H -1.96 2.70 -11.31
H -2.78 1.21 -11.76
H -4.18 -0.11 -9.96
H -3.42 -0.19 -8.32
H -2.50 -0.61 -9.59
H -0.55 2.52 -6.16
H 0.41 3.85 -6.68
H 0.84 2.36 -7.36
C -5.21 8.71 7.11
C -5.41 7.24 7.60
C -5.45 6.11 6.53
C -4.19 6.08 5.68
C -3.06 5.48 6.55
C -2.80 6.36 7.78
N -4.14 7.02 8.36
O -3.97 7.39 9.52
C -1.96 7.65 7.42
C -2.20 5.50 8.89
C -6.56 7.16 8.62
H -4.29 8.77 6.43
H -5.00 9.43 7.96
H -6.11 9.16 6.61
H -6.27 6.29 5.85
H -5.62 5.14 7.05
H -3.90 7.08 5.39
H -4.45 5.45 4.76
H -2.14 5.34 6.06
H -3.36 4.44 6.89
H -0.90 7.38 7.35
H -2.11 8.51 8.09
H -2.24 8.08 6.44
H -2.69 4.53 8.97
H -1.88 5.89 9.84
H -1.24 5.14 8.46
H -7.40 7.81 8.33
H -6.28 7.56 9.62
H -6.85 6.10 8.63
C -2.37 6.71 0.28
C -3.19 5.77 -0.60
C -3.76 4.67 0.35
C -4.76 3.75 -0.30
C -6.05 4.56 -0.74
C -5.76 5.67 -1.75
N -4.51 6.43 -1.22
O -4.32 7.60 -1.49
C -6.93 6.63 -1.73
C -5.19 5.22 -3.18
C -2.32 5.10 -1.72
H -1.74 7.46 -0.10
H -1.78 6.18 1.04
H -3.02 7.26 0.90
H -4.15 5.10 1.26
H -2.94 4.05 0.75
H -4.91 2.91 0.35
H -4.31 3.51 -1.21
H -6.57 4.90 0.13
H -6.64 3.80 -1.33
H -6.85 7.49 -2.40
H -7.06 7.10 -0.77
H -7.93 6.22 -1.97
H -4.75 6.07 -3.66
H -6.06 4.77 -3.74
H -4.51 4.31 -3.13
H -1.33 4.85 -1.26
H -2.19 5.73 -2.60
H -2.78 4.17 -1.97
C 8.94 -1.30 -12.64
C 8.10 -0.06 -12.94
C 6.67 -0.61 -13.07
C 5.59 0.44 -12.96
C 5.78 1.05 -11.47
C 7.11 1.76 -11.23
N 8.26 0.92 -11.84
O 9.36 1.19 -11.60
C 7.33 1.94 -9.77
C 7.22 3.07 -12.07
C 8.62 0.66 -14.25
H 8.85 -2.01 -13.50
H 8.63 -1.75 -11.71
H 9.99 -0.95 -12.53
H 6.51 -1.37 -12.26
H 6.56 -1.17 -14.01
H 4.62 0.02 -13.20
H 5.73 1.26 -13.72
H 5.71 0.17 -10.79
H 4.92 1.73 -11.22
H 7.61 0.99 -9.39
H 6.40 2.33 -9.28
H 8.21 2.62 -9.61
H 6.63 3.83 -11.48
H 6.71 3.12 -13.02
H 8.20 3.49 -12.17
H 8.37 -0.04 -15.05
H 9.70 0.67 -14.16
H 8.22 1.66 -14.35
C 3.57 0.31 -1.24
C 2.90 -0.91 -1.81
C 2.18 -1.85 -0.89
C 1.15 -2.78 -1.64
C 0.16 -1.93 -2.48
C 0.84 -1.27 -3.65
N 2.05 -0.47 -3.09
O 2.41 0.49 -3.61
C -0.08 -0.19 -4.21
C 1.46 -2.17 -4.68
C 3.93 -1.86 -2.44
H 2.82 1.11 -0.97
H 4.36 0.64 -1.92
H 4.14 -0.05 -0.38
H 1.57 -1.29 -0.16
H 2.83 -2.52 -0.35
H 0.61 -3.31 -0.90
H 1.56 -3.59 -2.27
H -0.42 -1.15 -1.97
H -0.63 -2.58 -2.95
H -0.05 0.70 -3.64
H -1.16 -0.47 -4.16
H 0.21 -0.08 -5.24
H 2.11 -1.55 -5.42
H 0.65 -2.47 -5.41
H 2.03 -3.05 -4.28
H 3.60 -2.85 -2.46
H 4.87 -1.95 -1.95
H 4.18 -1.59 -3.46
C 4.57 3.83 3.06
C 4.55 5.37 3.02
C 5.53 6.07 2.07
C 5.41 5.71 0.56
C 4.03 5.99 -0.04
C 2.88 5.47 0.87
N 3.30 5.87 2.28
O 2.74 6.78 2.78
C 2.76 3.92 0.76
C 1.54 6.15 0.66
C 4.65 5.94 4.35
H 3.59 3.45 3.49
H 5.36 3.52 3.77
H 4.73 3.38 2.06
H 6.56 5.79 2.27
H 5.31 7.13 2.21
H 5.63 4.70 0.48
H 6.18 6.26 0.12
H 3.95 5.65 -1.10
H 4.02 7.11 -0.12
H 2.29 3.38 1.63
H 3.81 3.54 0.75
H 2.32 3.84 -0.20
H 1.04 5.91 -0.28
H 1.66 7.22 0.65
H 0.88 6.01 1.47
H 5.61 5.58 4.72
H 3.96 5.44 5.01
H 4.62 6.97 4.38
C -7.27 -3.71 0.69
C -6.93 -3.30 -0.76
C -5.47 -3.44 -1.01
C -5.13 -3.46 -2.50
C -5.68 -4.69 -3.18
C -7.16 -4.68 -3.21
N -7.60 -4.38 -1.60
O -8.67 -4.92 -1.22
C -7.72 -6.02 -3.52
C -7.97 -3.53 -3.92
C -7.50 -1.92 -1.20
H -6.84 -4.62 0.99
H -8.35 -3.78 0.86
H -6.91 -2.94 1.37
H -5.16 -4.42 -0.66
H -4.95 -2.65 -0.48
H -3.99 -3.38 -2.56
H -5.62 -2.63 -3.00
H -5.37 -5.62 -2.69
H -5.29 -4.76 -4.19
H -8.81 -6.08 -3.44
H -7.26 -6.65 -2.78
H -7.31 -6.31 -4.51
H -8.10 -3.97 -4.91
H -7.50 -2.56 -3.92
H -9.02 -3.33 -3.56
H -7.02 -1.31 -2.00
H -7.35 -1.32 -0.32
H -8.60 -1.96 -1.24
C -0.22 -4.28 12.00
C -1.52 -3.96 11.28
C -1.49 -2.84 10.25
C -0.76 -3.11 8.98
C -1.33 -4.40 8.35
C -1.38 -5.62 9.13
N -1.86 -5.25 10.62
O -2.52 -6.02 11.10
C 0.01 -6.29 9.29
C -2.27 -6.73 8.55
C -2.58 -3.71 12.32
H 0.03 -3.40 12.53
H 0.61 -4.29 11.28
H -0.19 -5.22 12.55
H -1.10 -1.97 10.84
H -2.58 -2.71 10.02
H 0.32 -3.19 9.18
H -0.95 -2.29 8.26
H -0.67 -4.48 7.47
H -2.33 -4.14 7.89
H -0.04 -7.21 9.80
H 0.67 -5.72 9.93
H 0.59 -6.28 8.37
H -2.13 -7.67 9.06
H -1.80 -6.93 7.57
H -3.29 -6.68 8.38
H -3.52 -3.33 11.75
H -2.33 -2.84 12.91
H -2.76 -4.58 12.95
C 4.96 -2.37 3.45
C 4.27 -3.52 4.26
C 4.76 -3.61 5.65
C 4.16 -2.53 6.58
C 2.63 -2.59 6.57
C 2.03 -2.41 5.21
N 2.73 -3.31 4.21
O 2.13 -3.81 3.31
C 2.24 -1.05 4.49
C 0.55 -2.75 5.24
C 4.66 -4.84 3.55
H 6.07 -2.59 3.42
H 4.92 -1.41 4.03
H 4.47 -2.22 2.50
H 5.85 -3.58 5.82
H 4.39 -4.54 6.10
H 4.47 -1.50 6.19
H 4.56 -2.69 7.64
H 2.32 -1.83 7.23
H 2.27 -3.51 7.08
H 3.26 -0.71 4.74
H 1.47 -0.41 4.84
H 2.06 -1.09 3.40
H 0.33 -3.73 5.47
H 0.11 -2.65 4.22
H 0.00 -2.06 5.84
H 5.67 -5.15 3.84
H 4.58 -4.87 2.45
H 4.01 -5.61 3.98
C 4.68 -8.13 5.00
C 3.72 -9.31 4.98
C 3.15 -9.60 6.33
C 2.01 -10.57 6.30
C 0.92 -10.02 5.31
C 1.37 -9.77 3.83
N 2.65 -8.92 4.06
O 2.71 -7.96 3.42
C 0.39 -9.04 2.94
C 1.66 -11.06 3.12
C 4.48 -10.46 4.38
H 4.97 -7.97 4.00
H 5.57 -8.27 5.62
H 4.08 -7.27 5.24
H 2.82 -8.67 6.75
H 4.01 -9.96 6.96
H 1.54 -10.74 7.29
H 2.32 -11.49 5.85
H 0.45 -9.12 5.60
H 0.15 -10.81 5.24
H -0.55 -9.60 2.79
H 0.84 -8.96 1.93
H 0.10 -8.03 3.12
H 0.69 -11.46 2.94
H 2.10 -11.70 3.85
H 2.20 -11.15 2.19
H 3.96 -11.44 4.32
H 5.27 -10.69 5.15
H 5.06 -10.35 3.46
N -0.56 3.88 5.22
S -0.04 4.80 4.05
O -1.13 5.39 3.39
O 1.06 4.36 3.26
F 0.65 6.03 4.86
S 0.46 2.87 5.94
O 1.87 2.81 5.58
O -0.28 1.65 6.11
F 0.43 3.54 7.43
N -4.09 0.69 -3.86
S -3.96 1.26 -5.26
O -2.96 0.45 -5.93
O -4.11 2.69 -5.36
F -5.27 0.50 -5.95
S -5.46 1.00 -2.99
O -5.83 2.36 -3.11
O -5.37 0.36 -1.72
F -6.55 0.18 -3.75
N 4.83 0.32 -7.86
S 3.29 0.41 -8.36
O 3.03 1.15 -9.51
O 2.48 0.37 -7.16
F 3.18 -1.04 -8.95
S 5.30 -0.80 -6.86
O 5.08 -2.14 -7.22
O 5.04 -0.33 -5.55
F 6.90 -0.58 -7.10
N -1.21 0.41 -0.06
S -0.68 1.73 -0.72
O 0.56 1.44 -1.38
O -0.69 2.85 0.17
F -1.76 1.98 -1.84
S -1.82 0.28 1.38
O -2.27 -1.06 1.68
O -2.69 1.36 1.79
F -0.47 0.41 2.23
Cl 1.77 -6.20 5.71
*
```

Here are the Mulliken charges for atoms 1 to 99, given in e: number 1, C, carries -1.470; number 2, C, carries 1.333; number 3, C, carries -1.003; number 4, C, carries -0.738; number 5, C, carries -0.928; number 6, C, carries 1.149; number 7, N, carries 1.118; number 8, O, carries -0.235; number 9, C, carries -1.327; number 10, C, carries -1.632; number 11, C, carries -2.110; number 12, H, carries 0.488; number 13, H, carries 0.402; number 14, H, carries 0.188; number 15, H, carries 0.517; number 16, H, carries 0.098; number 17, H, carries 0.405; number 18, H, carries 0.437; number 19, H, carries 0.592; number 20, H, carries 0.164; number 21, H, carries 0.263; number 22, H, carries 0.314; number 23, H, carries 0.509; number 24, H, carries 0.367; number 25, H, carries 0.316; number 26, H, carries 0.442; number 27, H, carries 0.381; number 28, H, carries 0.441; number 29, H, carries 0.523; number 30, C, carries -1.317; number 31, C, carries 1.053; number 32, C, carries -1.278; number 33, C, carries -0.489; number 34, C, carries -0.223; number 35, C, carries 1.151; number 36, N, carries 0.823; number 37, O, carries -0.325; number 38, C, carries -1.494; number 39, C, carries -1.491; number 40, C, carries -1.467; number 41, H, carries 0.294; number 42, H, carries 0.385; number 43, H, carries 0.405; number 44, H, carries 0.479; number 45, H, carries 0.436; number 46, H, carries 0.314; number 47, H, carries 0.216; number 48, H, carries -0.555; number 49, H, carries 0.595; number 50, H, carries 0.415; number 51, H, carries 0.405; number 52, H, carries 0.301; number 53, H, carries 0.463; number 54, H, carries 0.459; number 55, H, carries 0.269; number 56, H, carries 0.376; number 57, H, carries 0.407; number 58, H, carries 0.366; number 59, C, carries -2.166; number 60, C, carries 1.706; number 61, C, carries -1.011; number 62, C, carries 0.633; number 63, C, carries -1.475; number 64, C, carries 1.542; number 65, N, carries 0.839; number 66, O, carries -0.370; number 67, C, carries -1.796; number 68, C, carries -1.329; number 69, C, carries 0.066; number 70, H, carries 0.434; number 71, H, carries 0.395; number 72, H, carries 0.576; number 73, H, carries 0.671; number 74, H, carries 0.047; number 75, H, carries 0.637; number 76, H, carries -1.099; number 77, H, carries 0.639; number 78, H, carries 0.469; number 79, H, carries 0.424; number 80, H, carries 0.466; number 81, H, carries 0.368; number 82, H, carries 0.492; number 83, H, carries 0.510; number 84, H, carries -0.055; number 85, H, carries -0.277; number 86, H, carries 0.463; number 87, H, carries -0.579; number 88, C, carries -1.642; number 89, C, carries 0.862; number 90, C, carries -1.061; number 91, C, carries -1.000; number 92, C, carries -0.959; number 93, C, carries 1.465; number 94, N, carries 0.955; number 95, O, carries -0.343; number 96, C, carries -1.658; number 97, C, carries -1.697; number 98, C, carries -1.416; number 99, H, carries 0.372